# 1
Below is the molecule C5H8O2 at a distorted geometry, with properties calculated with ωB97M-V with the def2-TZVPD basis set.

```
15
Properties=species:S:1:pos:R:3:lowdin_charge:R:1
C -1.640 -0.085 0.003 -0.062
C -0.379 -0.871 0.459 -0.232
C 0.788 -0.538 -0.457 -0.045
C 2.280 -0.681 -0.199 -0.362
O 3.305 -1.173 -0.542 0.124
C 1.867 0.621 0.428 -0.142
O 2.450 1.769 -0.088 0.006
H -1.252 0.550 -0.769 0.068
H -2.152 0.195 0.857 0.051
H -2.262 -0.756 -0.522 0.057
H -0.531 -1.909 0.457 0.088
H -0.202 -0.621 1.480 0.090
H 0.451 -0.387 -1.456 0.114
H 1.582 0.788 1.483 0.150
H 2.910 1.591 -0.907 0.096
```

Its HOMO energy is -9.000 eV. As for the SMILES: CC[C@@H]1C(=O)[C@H]1O. The value obtained for the energy above the lowest of the compared OMol25 structures with the same formula, charge and spin is 78.2 kcal per mole.



# 2
Below is a structure of composition C30H36FN8O3S2Tl, with properties calculated with ωB97M-V with the def2-TZVPD basis set.

```
81
Properties=species:S:1:pos:R:3:lowdin_charge:R:1
Tl -1.971 -0.249 -0.498 0.633
F 4.085 1.112 -3.754 0.082
C 3.927 0.949 -2.428 -0.181
C 2.723 0.508 -1.965 0.108
C 2.545 0.281 -0.597 -0.040
C 1.242 -0.176 -0.117 -0.286
O 0.349 -0.430 -0.951 -0.109
C 1.115 -0.326 1.298 -0.016
C 2.214 -0.129 2.083 0.057
N 3.423 0.259 1.636 0.017
C 4.497 0.490 2.582 -0.258
C 5.693 -0.417 2.549 -0.091
C 4.712 -0.503 3.680 -0.072
C 3.608 0.509 0.282 -0.107
C 4.822 1.001 -0.212 0.065
C 5.005 1.222 -1.567 -0.132
N 6.251 1.720 -2.019 -0.098
C 6.373 2.368 -3.322 -0.126
C 7.756 3.034 -3.398 -0.070
N 8.227 3.308 -2.000 0.058
C 8.534 2.020 -1.277 -0.067
C 7.463 0.995 -1.671 -0.121
C -0.141 -0.795 1.989 -0.577
O -0.020 -1.547 2.951 0.050
O -1.282 -0.358 1.571 -0.140
H 1.907 0.316 -2.651 0.145
H 2.141 -0.296 3.148 0.152
H 4.654 1.538 2.809 0.158
H 6.664 0.019 2.737 0.107
H 5.679 -1.223 1.827 0.117
H 4.995 -0.115 4.647 0.116
H 4.073 -1.374 3.710 0.114
H 5.626 1.231 0.471 0.115
H 5.587 3.114 -3.420 0.140
H 6.289 1.679 -4.165 0.134
H 7.728 3.970 -3.949 0.142
H 8.507 2.387 -3.849 0.139
H 7.476 3.784 -1.499 0.184
H 9.041 3.922 -2.000 0.188
H 8.521 2.246 -0.212 0.135
H 9.537 1.711 -1.566 0.140
H 7.282 0.323 -0.836 0.129
H 7.809 0.380 -2.511 0.140
S -1.719 2.012 -1.454 0.634
C -1.311 1.443 -2.999 -0.818
N -1.029 1.074 -4.055 0.090
C -1.932 -3.530 4.346 0.011
C -2.833 -3.319 3.181 -0.208
C -4.207 -3.261 3.264 0.067
C -4.939 -3.026 2.105 -0.259
N -4.340 -2.863 0.914 0.134
C -3.034 -2.903 0.854 -0.717
S -2.185 -2.711 -0.679 0.715
N -2.291 -3.149 1.962 0.144
C -6.427 -2.962 2.109 0.001
H -2.365 -4.268 5.019 0.101
H -1.817 -2.584 4.876 0.108
H -0.940 -3.849 4.036 0.091
H -4.695 -3.392 4.219 0.138
H -1.281 -3.093 1.885 0.136
H -6.825 -2.777 3.104 0.091
H -6.822 -3.915 1.749 0.106
H -6.758 -2.188 1.420 0.077
N -4.339 0.110 -0.055 0.119
C -5.275 0.433 -0.663 -0.233
N -6.322 0.792 -1.342 -0.073
C -6.912 -0.123 -2.339 -0.116
C -8.254 -0.642 -1.846 -0.171
C -9.171 0.515 -1.452 -0.190
C -8.507 1.410 -0.407 -0.173
C -7.163 1.922 -0.906 -0.120
H -6.202 -0.926 -2.528 0.131
H -7.034 0.447 -3.263 0.135
H -8.089 -1.298 -0.985 0.111
H -8.709 -1.247 -2.631 0.121
H -10.117 0.133 -1.071 0.117
H -9.405 1.109 -2.341 0.121
H -8.354 0.850 0.521 0.118
H -9.142 2.264 -0.168 0.121
H -6.622 2.478 -0.143 0.131
H -7.298 2.575 -1.772 0.134
```

Its HOMO energy is -12.896 eV. The value obtained for the energy above the lowest of the compared OMol25 structures with the same formula, charge and spin is 0.0 kcal per mole. The total charge is +2.



# 3
Below is a cluster of 2 separate species, C5H10O2 in total, with properties calculated with ωB97M-V with the def2-TZVPD basis set.

```
17
Properties=species:S:1:pos:R:3:lowdin_charge:R:1
C -2.456 -1.063 0.996 -0.120
C -1.611 -0.606 -0.157 -0.159
C -0.387 -1.058 -0.409 -0.238
O 0.274 -0.712 -1.555 -0.031
H -2.817 -0.222 1.599 0.066
H -1.911 -1.741 1.664 0.072
H -3.348 -1.595 0.645 0.069
H -2.031 0.124 -0.851 0.107
H 0.136 -1.753 0.253 0.123
H 1.226 -0.699 -1.388 0.079
C 2.217 0.902 0.752 0.001
C 1.625 1.580 -0.225 -0.299
O 2.045 1.512 -1.520 -0.017
H 1.865 1.015 1.770 0.056
H 3.055 0.238 0.555 0.066
H 0.778 2.237 -0.037 0.119
H 1.339 1.842 -2.090 0.106
```

Its HOMO energy is -8.566 eV. As for the SMILES: C/C=C/O.C=CO. The value obtained for the energy above the lowest of the compared OMol25 structures with the same formula, charge and spin is 60.0 kcal per mole.



# 4
Below is a cluster of 2 separate species, C45H39N4O in total at a distorted geometry, with properties calculated with ωB97M-V with the def2-TZVPD basis set.

```
89
Properties=species:S:1:pos:R:3:lowdin_charge:R:1
C -0.356 1.893 -2.160 -0.017
O -0.039 0.870 -1.192 -0.201
C -0.626 -0.337 -1.171 -0.235
C -2.064 -0.406 -1.460 -0.218
C -2.475 -0.927 -2.699 -0.033
C -3.830 -1.111 -2.960 -0.065
C -4.778 -0.683 -2.026 -0.082
C -4.375 -0.041 -0.850 -0.079
C -3.020 0.107 -0.560 -0.034
C 0.208 -1.463 -1.230 -0.085
N -0.184 -2.761 -1.406 -0.009
C -1.427 -3.418 -1.366 -0.217
C -1.610 -4.419 -2.326 -0.022
C -2.836 -5.082 -2.398 -0.072
C -3.828 -4.798 -1.451 -0.089
C -3.610 -3.842 -0.449 -0.077
C -2.386 -3.178 -0.375 -0.024
N 0.871 -3.568 -1.763 0.181
C 1.929 -2.793 -1.779 -0.210
C 3.287 -3.301 -1.924 -0.153
C 4.402 -2.740 -1.258 -0.024
C 5.644 -3.367 -1.333 -0.074
C 5.787 -4.557 -2.060 -0.075
C 4.685 -5.118 -2.724 -0.069
C 3.441 -4.496 -2.658 -0.023
N 1.577 -1.475 -1.520 0.108
C 2.423 -0.355 -1.730 -0.228
C 2.589 0.543 -0.696 -0.051
C 3.396 1.670 -0.861 -0.067
C 4.047 1.862 -2.084 -0.081
C 3.889 0.941 -3.124 -0.055
C 3.068 -0.184 -2.949 0.006
H 0.460 2.618 -2.086 0.075
H -0.374 1.440 -3.160 0.107
H -1.314 2.368 -1.908 0.094
H -1.710 -1.197 -3.430 0.129
H -4.137 -1.603 -3.886 0.112
H -5.839 -0.849 -2.222 0.106
H -5.121 0.327 -0.139 0.105
H -2.665 0.570 0.364 0.103
H -0.794 -4.643 -3.014 0.107
H -3.001 -5.810 -3.195 0.107
H -4.783 -5.330 -1.487 0.103
H -4.399 -3.610 0.270 0.109
H -2.161 -2.464 0.417 0.118
H 4.273 -1.822 -0.683 0.108
H 6.494 -2.926 -0.812 0.107
H 6.761 -5.049 -2.099 0.106
H 4.798 -6.047 -3.285 0.108
H 2.571 -4.918 -3.165 0.114
H 2.072 0.345 0.238 0.074
H 3.515 2.366 -0.027 0.107
H 4.682 2.740 -2.222 0.107
H 4.400 1.090 -4.078 0.112
H 2.933 -0.919 -3.746 0.132
C 0.383 4.879 -0.232 0.012
C -0.772 4.333 0.502 -0.192
N -1.903 5.040 0.742 0.173
C -2.739 4.355 1.628 -0.177
C -2.098 3.139 1.959 -0.134
C -2.672 2.292 2.904 -0.026
C -3.859 2.695 3.530 -0.060
C -4.468 3.921 3.209 -0.063
C -3.916 4.767 2.238 -0.002
C -0.839 3.107 1.222 -0.106
C 0.198 2.174 1.355 0.126
C 0.702 1.769 2.625 -0.172
C 0.385 2.477 3.825 0.008
C 0.674 1.935 5.066 -0.009
C 1.380 0.727 5.163 -0.238
C 1.572 0.100 6.500 -0.032
C 1.900 0.141 4.001 -0.004
C 1.573 0.654 2.761 0.021
H 1.295 4.407 0.156 0.093
H 0.328 4.672 -1.312 0.091
H 0.458 5.968 -0.086 0.103
H -2.095 5.958 0.356 0.182
H -2.186 1.341 3.131 0.124
H -4.307 2.058 4.293 0.111
H -5.390 4.207 3.715 0.111
H -4.373 5.711 1.945 0.118
H 0.754 1.888 0.475 0.095
H -0.097 3.452 3.762 0.132
H 0.318 2.429 5.974 0.132
H 2.135 -0.832 6.417 0.085
H 2.100 0.780 7.178 0.099
H 0.605 -0.127 6.965 0.100
H 2.537 -0.745 4.074 0.128
H 1.959 0.188 1.860 0.094
```

Its HOMO energy is -8.294 eV. The value obtained for the energy above the lowest of the compared OMol25 structures with the same formula, charge and spin is 31.7 kcal per mole. The total charge is +1.



# 5
Below is a cluster of 2 separate species, C19H34F3I2N4O9P2S in total at a distorted geometry, with properties calculated with ωB97M-V with the def2-TZVPD basis set.

```
74
Properties=species:S:1:pos:R:3:lowdin_charge:R:1
C -3.772 3.767 1.674 -0.130
O -3.117 2.587 2.201 -0.255
C -3.911 1.962 3.235 -0.239
C -3.275 0.540 3.575 -0.158
C -3.637 -0.610 2.484 -0.173
C -2.298 -1.347 1.990 -0.200
C -1.582 -0.386 0.927 -0.148
C -0.352 -1.059 0.120 -0.378
C 0.479 -2.157 0.951 -0.178
C 2.069 -2.098 0.766 -0.192
C 2.620 -3.615 1.007 -0.153
O 3.409 -3.663 2.251 -0.089
C 4.793 -3.525 1.875 -0.404
C 5.773 -4.788 1.748 0.000
O 5.267 -2.401 1.603 0.072
C 0.537 0.217 -0.274 -0.431
P 1.432 1.289 0.995 0.615
O 3.113 1.033 0.653 -0.391
I 1.179 0.539 3.310 0.589
O -0.455 0.941 -1.099 -0.139
C -0.911 -0.098 -2.035 -0.505
C -0.032 0.232 -3.327 -0.074
C -0.654 -0.300 -4.722 -0.242
O -1.664 0.576 -5.258 -0.022
C 0.578 -0.216 -5.780 -0.355
F 1.013 1.151 -5.744 0.058
F 0.117 -0.404 -7.110 0.088
F 1.637 -1.091 -5.452 0.067
N -2.363 0.100 -2.382 0.027
C -2.711 1.334 -2.258 -0.586
S -3.050 2.917 -1.935 0.795
N -0.781 -1.416 -1.307 -0.508
I 0.408 -2.819 -2.337 1.335
P -2.394 -2.274 -1.469 0.942
O -2.168 -3.726 -0.552 -0.322
O -2.390 -2.871 -3.093 -0.381
H -3.131 4.309 0.908 0.073
H -4.057 4.513 2.505 0.106
H -4.714 3.395 1.118 0.097
H -3.783 2.614 4.179 0.133
H -5.030 1.939 2.992 0.133
H -2.136 0.694 3.670 0.082
H -3.634 0.262 4.630 0.122
H -4.266 -0.163 1.648 0.114
H -4.266 -1.376 3.067 0.115
H -2.445 -2.422 1.655 0.092
H -1.611 -1.393 2.917 0.100
H -1.267 0.556 1.513 0.087
H -2.424 -0.009 0.235 0.108
H 0.297 -2.093 2.087 0.093
H 0.063 -3.193 0.658 0.090
H 2.423 -1.821 -0.280 0.075
H 2.623 -1.459 1.523 0.069
H 3.305 -3.946 0.151 0.133
H 1.786 -4.381 1.104 0.128
H 6.774 -4.576 2.255 0.098
H 5.993 -5.011 0.641 0.099
H 5.316 -5.727 2.203 0.086
H 1.378 -0.093 -0.991 0.104
H 3.315 1.333 -0.260 0.058
H -0.045 1.382 -3.427 0.157
H 1.086 -0.021 -3.218 0.119
H -0.956 -1.394 -4.706 0.127
H -1.446 1.511 -5.034 0.116
H -2.954 -3.841 0.027 0.063
H -3.298 -2.830 -3.464 0.084
C 2.881 5.174 0.324 -0.694
O 2.542 4.136 -0.229 -0.026
N 4.142 5.384 0.775 0.157
N 2.024 6.204 0.532 0.154
H 4.439 6.227 1.231 0.100
H 4.807 4.642 0.639 0.109
H 1.078 6.086 0.210 0.106
H 2.281 7.063 0.983 0.099
```

Its HOMO energy is -10.911 eV. The value obtained for the energy above the lowest of the compared OMol25 structures with the same formula, charge and spin is 145.9 kcal per mole. The total charge is +1.



# 6
Below is a structure of composition C8H10F3NPm at a distorted geometry, with properties calculated with ωB97M-V with the def2-TZVPD basis set.

```
23
Properties=species:S:1:pos:R:3:lowdin_charge:R:1
C -1.112 -1.190 -1.503 -0.216
C -1.108 0.176 -1.949 -0.231
C -1.958 0.919 -1.070 -0.273
C -2.513 0.017 -0.106 -0.270
C -1.996 -1.281 -0.374 -0.236
Pm 0.035 0.273 0.477 1.590
N 1.771 -0.973 0.239 -0.348
C 2.746 -0.085 -0.516 -0.462
C 2.098 1.246 -0.937 -0.302
H -2.178 1.977 -1.138 0.087
H -0.527 0.576 -2.802 0.097
H -3.246 0.260 0.671 0.096
H -2.320 -2.220 0.096 0.097
H -0.627 -2.024 -2.005 0.091
H 1.630 1.272 -1.916 -0.043
H 3.366 -0.414 -1.340 0.061
H 1.914 -1.989 0.119 0.008
H 2.040 2.153 -0.337 -0.050
H 3.340 0.038 0.419 0.067
F -1.625 0.388 3.479 -0.048
C -0.297 0.320 3.115 -0.634
F 0.297 1.386 3.730 -0.035
F 0.271 -0.825 3.647 -0.046
```

Its HOMO energy (spin up / spin down) is -2.720 / -2.700 eV. Its spin multiplicity is 5. The value obtained for the energy above the lowest of the compared OMol25 structures with the same formula, charge and spin is 0.0 kcal per mole. The total charge is -1.



# 7
Below is a cluster of 3 separate species, C24H44NO9S in total at a distorted geometry, with properties calculated with ωB97M-V with the def2-TZVPD basis set.

```
79
Properties=species:S:1:pos:R:3:lowdin_charge:R:1
C 4.107 5.285 0.216 -0.186
C 4.353 3.741 -0.140 -0.555
S 3.165 2.555 0.658 0.761
C 1.514 3.366 0.914 -0.450
C 0.351 2.735 -0.037 -0.306
N -0.997 2.829 0.597 -0.024
C -1.710 4.082 0.256 -0.224
O -0.974 5.294 0.678 -0.115
C -2.029 6.271 0.832 -0.209
C -2.622 6.482 2.260 -0.011
C -3.785 7.479 2.491 -0.079
C -4.358 8.264 1.251 -0.099
C -3.742 8.063 -0.170 -0.079
C -2.559 7.054 -0.423 0.022
C 0.426 3.265 -1.551 -0.536
O -0.457 3.044 -2.472 -0.126
O 1.554 3.989 -1.929 -0.192
H 4.863 5.894 -0.418 0.071
H 3.075 5.678 -0.067 0.062
H 4.380 5.508 1.318 0.075
H 4.356 3.592 -1.274 0.068
H 5.402 3.455 0.239 0.063
H 1.502 4.490 0.722 0.066
H 1.126 3.211 1.991 0.082
H 0.604 1.604 -0.085 0.129
H -1.547 2.004 0.300 0.118
H -2.678 4.088 0.898 0.130
H -2.056 4.168 -0.830 0.130
H -2.166 5.868 3.107 0.104
H -4.209 7.580 3.546 0.078
H -5.237 8.977 1.408 0.071
H -4.183 8.630 -1.055 0.076
H -2.114 6.905 -1.476 0.115
C 0.183 -4.758 -5.481 -0.116
O 0.050 -3.501 -4.847 -0.199
C -1.010 -3.489 -3.897 -0.195
C -0.855 -2.312 -2.940 -0.160
O 0.090 -2.561 -1.898 -0.184
C 1.466 -2.524 -2.287 -0.166
C 1.976 -1.108 -2.534 -0.193
O 1.591 -0.665 -3.829 -0.213
C 1.655 0.750 -3.949 -0.081
H -0.735 -5.018 -6.019 0.083
H 1.007 -4.696 -6.194 0.087
H 0.421 -5.532 -4.744 0.084
H -1.016 -4.425 -3.326 0.116
H -1.952 -3.391 -4.450 0.124
H -1.812 -2.163 -2.432 0.128
H -0.626 -1.384 -3.467 0.127
H 1.655 -3.180 -3.138 0.119
H 2.017 -2.936 -1.436 0.120
H 3.072 -1.097 -2.489 0.125
H 1.573 -0.432 -1.769 0.126
H 0.962 1.226 -3.250 0.066
H 1.358 1.022 -4.962 0.089
H 2.673 1.105 -3.768 0.089
C -0.930 -4.455 0.027 -0.100
O -0.578 -5.052 1.264 -0.206
C 0.828 -5.226 1.393 -0.196
C 1.205 -5.444 2.854 -0.177
O 1.275 -4.228 3.600 -0.134
C 0.021 -3.631 3.935 -0.171
C -0.713 -4.373 5.047 -0.198
O -1.390 -5.511 4.522 -0.206
C -1.718 -6.448 5.531 -0.116
H -0.604 -5.081 -0.809 0.083
H -2.017 -4.354 -0.007 0.092
H -0.490 -3.460 -0.053 0.077
H 1.354 -4.344 1.008 0.127
H 1.111 -6.106 0.804 0.123
H 2.217 -5.858 2.882 0.123
H 0.550 -6.169 3.340 0.117
H -0.604 -3.501 3.050 0.122
H 0.268 -2.631 4.304 0.128
H -1.467 -3.714 5.494 0.124
H 0.003 -4.683 5.818 0.126
H -0.807 -6.830 6.004 0.085
H -2.237 -7.285 5.062 0.086
H -2.373 -5.995 6.280 0.084
```

Its HOMO energy is -4.343 eV. The total charge is -1.



# 8
Below is a cluster of 2 separate species, C4H5ClN2O in total at a distorted geometry, with properties calculated with ωB97M-V with the def2-TZVPD basis set.

```
13
Properties=species:S:1:pos:R:3:lowdin_charge:R:1
C 1.709 0.988 -0.664 0.095
C 0.773 -0.778 -1.151 0.178
C 0.284 0.954 1.172 -0.063
C -0.478 -0.123 0.813 -0.382
N 1.245 1.426 0.399 0.030
N -0.093 -1.027 -0.201 0.049
O -1.569 -0.590 1.459 0.005
Cl -2.551 0.091 -1.182 -0.271
H 2.521 1.347 -1.158 0.055
H 1.022 -1.233 -1.984 0.042
H 0.199 1.467 2.099 0.123
H -0.794 -1.785 -0.404 0.161
H -2.267 -0.737 0.802 -0.021
```

Its HOMO energy (spin up / spin down) is -8.520 / -8.520 eV. The value obtained for the energy above the lowest of the compared OMol25 structures with the same formula, charge and spin is 111.2 kcal per mole.



Q: Which formula does entry 1 have?
A: C5H8O2



Q: Number 2 is which compound?
A: C30H36FN8O3S2Tl